ORCA calculation (ωB97M-V/def2-TZVPD) on 6 unconnected molecules or ions with the total composition C10H24N4O14.

Summary:
Orbital gap ... 10.33 eV
SMILES ... C[N+](=O)[O-].C[N+](=O)[O-].C[N+](=O)[O-].C[N+](=O)[O-].COC(=O)OC.COC(=O)OC
E_LUMO ... -0.16 eV

Positions of all 52 atoms, in Å:
C1 -6.686 -5.815 7.116
N1 -6.481 -7.014 6.245
O1 -5.564 -7.798 6.579
O2 -7.419 -7.300 5.465
H1 -7.645 -5.803 7.635
H2 -6.544 -4.941 6.480
H3 -5.863 -5.643 7.809
C2 4.752 3.507 -8.175
N2 3.708 4.359 -7.604
O3 4.036 5.514 -7.294
O4 2.633 3.886 -7.470
H4 4.178 2.950 -8.916
H5 4.927 2.754 -7.407
H6 5.746 3.836 -8.478
C3 4.855 -6.043 1.023
N3 4.254 -5.424 2.268
O5 3.052 -5.662 2.413
O6 4.880 -4.562 2.821
H7 5.770 -6.531 1.358
H8 5.043 -5.140 0.441
H9 4.259 -6.783 0.489
C4 -14.649 -0.719 4.953
N4 -13.150 -0.789 5.065
O7 -12.406 0.030 4.453
O8 -12.819 -1.514 5.994
H10 -14.974 0.322 4.943
H11 -15.139 -1.361 5.685
H12 -14.908 -1.133 3.978
C5 6.934 6.177 -2.302
O9 8.164 6.226 -2.983
C6 8.845 5.188 -3.207
O10 8.327 4.056 -3.223
O11 10.153 5.441 -3.379
C7 11.020 4.319 -3.738
H13 6.321 5.280 -2.396
H14 6.178 6.851 -2.705
H15 7.181 6.384 -1.261
H16 10.678 3.920 -4.693
H17 10.867 3.520 -3.013
H18 12.051 4.669 -3.783
C8 -4.186 -0.441 1.022
O12 -3.288 0.354 0.320
C9 -1.986 -0.016 0.044
O13 -1.355 -1.042 0.370
O14 -1.319 0.967 -0.616
C10 -0.037 0.820 -1.327
H19 -4.697 0.141 1.788
H20 -3.658 -1.258 1.514
H21 -4.945 -0.912 0.396
H22 -0.243 0.086 -2.107
H23 0.788 0.381 -0.766
H24 0.365 1.704 -1.823

Forces on atoms 1 to 2 (eV/Å):
1.1 1.5 -0.4
-1.4 -2.9 1.3

Löwdin atomic charge list, values in e, 5 entries: C 0.02; N -0.39; O 0.04; O 0.04; H 0.10

***

ORCA calculation (ωB97M-V/def2-TZVPD) on H6NPSi in the gas phase.

Summary:
Orbital gap ... 10.22 eV
SMILES ... NP[SiH3]
E_LUMO ... 0.73 eV

Positions of all 9 atoms, in Å:
N1 0.417 1.464 0.802
P1 0.813 0.596 -0.651
Si1 -0.180 -1.287 -0.190
H1 -0.476 1.706 1.185
H2 0.960 2.277 1.138
H3 -0.126 1.036 -1.521
H4 0.088 -2.135 0.921
H5 -1.686 -1.441 -0.466
H6 0.189 -2.216 -1.219

Forces on atoms 1 to 2 (eV/Å):
0.9 1.4 0.8
1.2 1.0 2.1

Löwdin atomic charge list, values in e, 5 entries: N -0.38; P 0.55; Si 0.35; H 0.01; H 0.03

***

ORCA calculation (ωB97M-V/def2-TZVPD) on C4H7NOS in the gas phase.

Summary:
Orbital gap ... 9.49 eV
SMILES ... C=C(NC=O)SC
E_LUMO ... 0.72 eV

Positions of all 14 atoms, in Å:
C1 1.266 -1.282 -1.415
C2 0.486 -0.547 -0.644
N1 0.840 0.735 -0.322
C3 -0.023 1.806 -0.059
O1 0.287 2.958 0.148
S1 -1.013 -1.221 0.028
C4 -0.728 -0.969 1.806
H1 1.015 -2.324 -1.600
H2 2.191 -0.908 -1.847
H3 1.806 1.066 -0.524
H4 -1.115 1.570 -0.016
H5 -0.579 0.099 2.074
H6 0.246 -1.431 1.999
H7 -1.540 -1.403 2.404

Forces on atoms 1 to 2 (eV/Å):
0.3 -1.1 -0.4
-0.3 -0.8 0.0

Löwdin atomic charge list, values in e, 5 entries: C -0.01; C -0.71; N 0.02; C -0.34; O 0.03

***

ORCA calculation (ωB97M-V/def2-TZVPD) on 7 unconnected molecules or ions with the total composition C7H28N14O7.

Summary:
Orbital gap ... 9.71 eV
SMILES ... NC(N)=O.NC(N)=O.NC(N)=O.NC(N)=O.NC(N)=O.NC(N)=O.NC(N)=O
E_LUMO ... 0.19 eV

Positions of all 56 atoms, in Å:
N1 3.175 3.349 3.590
C1 2.102 3.975 2.918
N2 2.040 3.736 1.555
O1 1.329 4.716 3.483
H1 2.985 3.126 4.539
H2 3.656 2.632 3.121
H3 1.428 4.288 0.996
H4 2.466 2.888 1.248
N3 0.201 1.708 3.079
C2 0.851 0.857 2.124
N4 -0.089 0.161 1.371
O2 2.081 0.677 2.030
H5 -0.692 2.083 2.855
H6 0.870 2.295 3.585
H7 -1.099 0.333 1.474
H8 0.213 -0.587 0.776
N5 1.610 -2.918 1.428
C3 0.303 -3.184 1.359
N6 -0.164 -3.028 0.021
O3 -0.424 -3.491 2.255
H9 2.077 -2.960 2.360
H10 2.128 -2.740 0.587
H11 -1.001 -3.633 -0.070
H12 0.522 -3.267 -0.746
N7 3.058 -2.178 -3.318
C4 2.950 -1.784 -2.021
N8 2.589 -0.440 -1.877
O4 3.020 -2.568 -1.080
H13 2.790 -1.636 -4.198
H14 2.971 -3.197 -3.435
H15 2.425 0.119 -2.701
H16 2.652 0.156 -1.081
N9 -4.755 -0.594 2.921
C5 -3.477 -0.609 2.388
N10 -2.814 -1.761 2.381
O5 -2.997 0.441 1.854
H17 -5.231 0.282 2.867
H18 -5.252 -1.402 3.126
H19 -3.316 -2.609 2.750
H20 -1.955 -1.854 1.815
N11 0.702 1.679 -4.085
C6 0.652 0.402 -4.577
N12 -0.520 -0.263 -4.557
O6 1.707 -0.154 -4.916
H21 0.003 2.040 -3.464
H22 1.671 2.092 -3.996
H23 -1.279 0.191 -4.055
H24 -0.799 -1.129 -5.043
N13 -2.028 -0.591 -1.405
C7 -2.445 0.740 -1.780
N14 -3.656 1.255 -1.328
O7 -1.821 1.444 -2.558
H25 -1.159 -1.033 -1.772
H26 -2.546 -1.267 -0.860
H27 -3.750 2.231 -1.513
H28 -3.959 0.977 -0.422

Forces on atoms 1 to 2 (eV/Å):
-1.3 1.2 -0.6
0.8 0.0 -0.7

Löwdin atomic charge list, values in e, 5 entries: N 0.16; C -0.69; N 0.16; O 0.03; H 0.09

***

ORCA calculation (ωB97M-V/def2-TZVPD) on 8 unconnected molecules or ions with the total composition C12H40N12O8.

Summary:
Orbital gap ... 9.91 eV
SMILES ... NC(N)=O.NC(N)=O.NC(N)=O.NC(N)=O.NC(N)=O.NC(N)=O.CC(C)O.CC(C)O
E_LUMO ... 0.45 eV

Positions of all 72 atoms, in Å:
N1 6.247 -0.032 -1.284
C1 5.270 -0.980 -1.261
N2 4.433 -0.947 -0.142
O1 5.137 -1.863 -2.107
H1 5.860 0.771 -0.744
H2 6.707 0.328 -2.103
H3 4.674 -0.456 0.702
H4 3.718 -1.612 -0.041
N3 2.102 -2.065 -4.567
C2 1.655 -2.786 -3.449
N4 2.676 -3.453 -2.693
O2 0.473 -2.840 -3.055
H5 1.542 -1.791 -5.344
H6 3.100 -2.254 -4.725
H7 2.349 -3.724 -1.797
H8 3.605 -3.138 -2.874
N5 -5.953 -0.254 0.876
C3 -5.356 -0.250 2.134
N6 -4.146 -0.987 2.076
O3 -5.665 0.484 3.068
H9 -5.377 -0.629 0.087
H10 -6.805 0.234 0.739
H11 -4.230 -1.816 1.487
H12 -3.782 -1.246 2.966
N7 -0.200 1.775 -0.325
C4 -1.191 1.026 -1.008
N8 -2.361 1.194 -0.373
O4 -0.980 0.367 -2.029
H13 -0.458 2.188 0.525
H14 0.731 1.783 -0.603
H15 -2.469 1.732 0.481
H16 -3.211 0.801 -0.724
N9 -3.410 -3.678 -0.944
C5 -3.333 -2.370 -1.480
N10 -2.392 -2.130 -2.369
O5 -4.094 -1.507 -1.050
H17 -4.373 -3.992 -1.037
H18 -2.895 -4.385 -1.480
H19 -1.608 -2.752 -2.484
H20 -2.201 -1.164 -2.544
N11 3.041 3.611 -0.907
C6 3.607 2.337 -0.665
N12 3.202 1.417 -1.657
O6 4.266 2.090 0.329
H21 2.663 3.836 -1.798
H22 3.212 4.360 -0.244
H23 2.490 1.688 -2.304
H24 3.553 0.488 -1.519
C7 -0.110 -2.970 0.789
C8 0.451 -1.559 0.829
C9 1.405 -1.378 2.078
O7 1.083 -1.314 -0.374
H25 -0.731 -3.189 1.621
H26 0.743 -3.668 0.820
H27 -0.601 -3.153 -0.155
H28 -0.423 -0.875 0.932
H29 1.704 -0.349 2.288
H30 2.257 -2.070 1.885
H31 0.797 -1.772 2.895
H32 0.410 -1.100 -1.026
C10 -0.827 4.710 2.060
C11 -1.049 3.663 3.176
C12 -2.470 3.695 3.763
O8 -0.747 2.421 2.508
H33 -1.007 5.730 2.456
H34 -1.577 4.524 1.258
H35 0.162 4.574 1.619
H36 -0.321 3.795 3.986
H37 -2.520 3.114 4.665
H38 -3.181 3.398 3.009
H39 -2.682 4.702 4.109
H40 -0.590 1.663 3.070

Forces on atoms 1 to 2 (eV/Å):
-1.0 2.3 1.9
-0.5 -2.2 -0.1

Löwdin atomic charge list, values in e, 5 entries: N 0.16; C -0.66; N 0.16; O 0.00; H 0.09

***

ORCA calculation (ωB97M-V/def2-TZVPD) on a molecular structure, C27H32AsBeIO7P3S.

Summary:
Orbital gap ... 7.76 eV
E_LUMO ... -2.10 eV
Total charge ... +1

Positions of all 73 atoms, in Å:
Be1 -0.740 2.144 0.099
C1 0.878 5.511 0.962
C2 0.976 4.794 -0.380
O1 1.737 5.676 -1.176
P1 1.819 3.148 -0.317
O2 3.137 3.313 0.470
O3 2.246 2.627 -1.704
O4 0.821 2.137 0.303
P2 -0.556 4.400 -1.364
O5 -1.445 5.687 -1.482
O6 -0.017 3.882 -2.626
O7 -1.346 3.472 -0.462
H1 1.597 5.334 1.748
H2 -0.043 5.223 1.404
H3 0.841 6.614 0.847
H4 1.699 5.495 -2.125
H5 3.722 2.532 0.506
H6 1.555 2.992 -2.365
H7 -1.498 6.069 -2.327
I1 -1.266 0.751 -2.557
C3 -2.398 -0.845 -1.872
C4 -3.699 -0.432 -1.605
C5 -4.755 -1.307 -1.280
C6 -4.380 -2.647 -1.285
C7 -3.054 -3.080 -1.527
C8 -2.772 -4.490 -1.506
C9 -1.532 -5.006 -1.722
C10 -0.427 -4.104 -1.759
C11 -0.609 -2.728 -1.759
P3 0.909 -1.742 -1.775
C12 2.225 -2.995 -2.102
C13 2.990 -3.632 -1.149
C14 3.995 -4.504 -1.472
C15 4.144 -4.849 -2.811
C16 3.282 -4.339 -3.791
C17 2.309 -3.385 -3.424
C18 1.101 -1.540 0.040
C19 2.090 -0.595 0.454
C20 2.393 -0.495 1.805
C21 1.757 -1.298 2.745
C22 0.778 -2.191 2.352
C23 0.523 -2.365 1.014
C24 -1.946 -2.185 -1.743
H8 -3.827 0.652 -1.610
H9 -5.773 -0.882 -1.065
H10 -5.169 -3.369 -1.138
H11 -3.631 -5.173 -1.381
H12 -1.430 -6.081 -1.662
H13 0.571 -4.487 -1.817
H14 2.745 -3.330 -0.170
H15 4.588 -4.960 -0.705
H16 4.878 -5.509 -3.207
H17 3.404 -4.618 -4.819
H18 1.690 -2.906 -4.212
H19 2.642 -0.019 -0.264
H20 3.138 0.130 2.192
H21 2.056 -1.206 3.797
H22 0.260 -2.772 3.059
H23 -0.209 -3.112 0.733
C25 -2.706 3.249 2.930
As1 -1.679 1.614 3.073
C26 -2.237 0.566 4.555
C27 0.153 2.138 3.496
S1 -1.711 0.577 1.190
H24 -3.194 3.531 3.895
H25 -3.554 2.982 2.220
H26 -2.128 4.031 2.398
H27 -1.996 0.969 5.509
H28 -1.878 -0.486 4.425
H29 -3.360 0.487 4.585
H30 0.024 2.705 4.434
H31 0.471 2.910 2.786
H32 0.818 1.320 3.494

Forces on atoms 1 to 2 (eV/Å):
-0.1 -0.5 -0.1
-0.7 0.5 0.3

Löwdin atomic charge list, values in e, 5 entries: Be -0.15; C -0.03; C -0.55; O -0.04; P 0.56

***

ORCA calculation (ωB97M-V/def2-TZVPD) on C4H9NO2 in the gas phase.

Summary:
Orbital gap ... 9.85 eV
SMILES ... C/N=C\OCCO
E_LUMO ... 0.87 eV

Positions of all 16 atoms, in Å:
C1 1.496 -0.173 -1.305
N1 1.841 -0.153 0.072
C2 1.285 0.410 1.055
O1 0.044 0.956 1.267
C3 -1.003 0.854 0.259
C4 -1.787 -0.444 0.401
O2 -1.014 -1.587 0.112
H1 2.369 -0.583 -1.813
H2 0.618 -0.784 -1.495
H3 1.343 0.854 -1.667
H4 2.240 0.614 1.535
H5 -1.675 1.706 0.432
H6 -0.590 0.944 -0.748
H7 -2.213 -0.500 1.412
H8 -2.624 -0.448 -0.310
H9 -0.331 -1.666 0.792

Forces on atoms 1 to 2 (eV/Å):
-0.2 -0.3 -0.6
0.0 0.0 -0.6

Löwdin atomic charge list, values in e, 5 entries: C -0.15; N -0.02; C -0.25; O -0.05; C -0.15

***

ORCA calculation (ωB97M-V/def2-TZVPD) on C5H13N3 in the gas phase.

Summary:
Orbital gap ... 4.24 eV
E_LUMO ... -2.62 eV

Positions of all 21 atoms, in Å:
C1 -0.264 2.152 1.133
C2 -1.049 1.369 0.141
C3 -0.607 1.301 -1.326
C4 0.334 0.058 -1.648
N1 -0.034 -1.175 -1.014
C5 0.625 -1.344 0.218
N2 -0.148 -2.259 1.087
N3 1.237 -0.298 1.100
H1 -0.857 2.794 1.799
H2 0.568 2.746 0.735
H3 0.754 0.648 1.448
H4 -2.060 1.777 0.070
H5 -1.139 0.362 0.550
H6 -1.544 1.300 -1.873
H7 -0.029 2.180 -1.594
H8 1.347 0.413 -1.368
H9 0.295 -0.119 -2.718
H10 1.565 -1.848 -0.032
H11 -0.787 -2.869 0.595
H12 -0.702 -1.599 1.630
H13 1.232 -0.850 1.960

Forces on atoms 1 to 2 (eV/Å):
0.4 0.8 -0.5
-0.3 -0.2 -0.4

Löwdin atomic charge list, values in e, 5 entries: C 0.00; C -0.30; C -0.15; C -0.25; N 0.05

***

ORCA calculation (ωB97M-V/def2-TZVPD) on a gas-phase ion, C4H6ClN2O (charge +1).

Summary:
Orbital gap ... 9.64 eV
SMILES ... OC1=[NH+]C=N[C@H](Cl)C1
E_LUMO ... -5.23 eV
Total charge ... +1

Positions of all 14 atoms, in Å:
O1 -1.137 -1.570 -0.971
C1 -0.547 -0.513 -0.469
N1 -0.531 0.536 -1.305
C2 0.550 1.393 -1.184
N2 1.412 1.269 -0.305
C3 1.410 0.271 0.666
Cl1 2.348 -1.120 -0.123
C4 -0.026 -0.294 0.964
H1 -1.202 -2.327 -0.342
H2 -0.765 0.279 -2.336
H3 0.716 2.240 -1.953
H4 2.003 0.663 1.501
H5 0.085 -1.091 1.738
H6 -0.568 0.649 1.187

Forces on atoms 1 to 2 (eV/Å):
0.5 0.3 1.2
-1.2 -1.0 0.3

Löwdin atomic charge list, values in e, 5 entries: O 0.20; C -0.28; N 0.17; C -0.17; N 0.03

***

ORCA calculation (ωB97M-V/def2-TZVPD) on a molecular structure, C6H10N.

Summary:
Orbital gap (alpha / beta) ... 7.26 / 8.03 eV
<S²> ... 2.010
2S+1 ... 3
E_LUMO (alpha / beta) ... -2.78 / -7.65 eV
Total charge ... +1

Positions of all 17 atoms, in Å:
C1 -2.355 -0.159 0.154
C2 -3.487 -0.620 -0.546
C3 1.382 -1.235 0.125
C4 -3.649 0.348 0.375
C5 1.378 0.118 -0.436
C6 2.566 1.059 -0.285
N1 0.380 -0.117 0.662
H1 -0.945 -0.077 0.347
H2 -3.926 -1.117 -1.463
H3 0.883 -2.103 -0.425
H4 2.155 -1.542 0.790
H5 -4.112 1.151 0.882
H6 0.752 0.068 -1.315
H7 3.156 1.318 -1.157
H8 3.182 0.644 0.559
H9 2.212 2.085 0.094
H10 0.428 0.179 1.638

Forces on atoms 1 to 2 (eV/Å):
2.4 -0.6 0.7
-1.3 -0.3 -1.9

Löwdin atomic charge list, values in e, 5 entries: C -0.06; C 0.01; C 0.01; C 0.03; C -0.31

***

ORCA calculation (ωB97M-V/def2-TZVPD) on 2 unconnected molecules or ions with the total composition C4H12.

Summary:
Orbital gap ... 12.44 eV
SMILES ... CC.CC
E_LUMO ... 1.13 eV

Positions of all 16 atoms, in Å:
C1 -1.253 -1.430 -1.608
C2 0.185 -1.717 -1.369
H1 -1.393 -0.643 -2.356
H2 -1.755 -2.280 -2.084
H3 -1.860 -1.139 -0.754
H4 0.818 -1.808 -2.259
H5 0.447 -2.593 -0.779
H6 0.733 -0.832 -1.005
C3 0.892 1.769 0.882
C4 0.202 1.404 2.193
H7 0.138 2.096 0.156
H8 1.669 2.515 0.973
H9 1.158 0.839 0.378
H10 0.666 0.568 2.720
H11 0.161 2.232 2.892
H12 -0.806 1.019 2.021

Forces on atoms 1 to 2 (eV/Å):
-1.2 -0.2 -1.2
2.2 0.9 -0.1

Löwdin atomic charge list, values in e, 5 entries: C -0.18; C -0.19; H 0.07; H 0.06; H 0.06

***

ORCA calculation (ωB97M-V/def2-TZVPD) on 2 unconnected molecules or ions with the total composition CH2FOPS.

Summary:
Orbital gap (alpha / beta) ... 7.84 / 7.92 eV
<S²> ... 2.016
2S+1 ... 3
E_LUMO (alpha / beta) ... -0.17 / -1.87 eV

Positions of all 7 atoms, in Å:
C1 0.379 2.221 -0.469
O1 -2.621 -0.660 -0.872
F1 -3.902 1.318 0.117
P1 -0.090 1.054 0.582
S1 -3.815 -0.414 -0.003
H1 -0.196 2.523 -1.330
H2 1.364 2.798 -0.489

Forces on atoms 1 to 2 (eV/Å):
1.5 0.8 -0.3
-2.3 0.2 1.6

Löwdin atomic charge list, values in e, 5 entries: C -0.58; O -0.57; F -0.47; P 0.70; S 0.96

***

Going through the records in order, we get energy values of -45370.09172, -18752.45716, -18633.64995, -42914.71149, -47360.43653, -150896.24859, -9876.57016, -9859.02167, -21787.26367, -7857.99182, -4342.08630, -25954.70975 eV.
Going through the records in order, we get relative energy (zero: lowest compared OMol25 entry of this formula, charge and spin) values of 2.9537, 1.0289, 0.8997, 0.4933, 0.0000, 0.0000, 3.4905, 7.3447, 1.0852, 6.3407, 0.4420, 1.7074 eV.